No. 1
Here is a structure of composition C36H45AuN6P in a non-equilibrium geometry from the OMol25 dataset. Energies are from ωB97M-V with the def2-TZVPD basis set.

## Properties
HOMO-LUMO gap: 7.451 eV
Molar mass: 789.739 u
Net charge: +1

Geometry (Å):
Au  -0.134  0.060  -0.089
C  0.491  -3.083  3.417
C  0.127  -2.534  2.194
N  0.770  -1.501  1.679
C  1.786  -0.984  2.372
C  2.151  -1.562  3.597
N  1.509  -2.595  4.104
C  2.465  0.188  1.800
C  3.649  0.669  2.351
C  4.288  1.783  1.802
C  3.700  2.324  0.657
C  2.501  1.809  0.176
N  1.891  0.775  0.751
C  1.865  2.378  -1.017
C  2.134  3.662  -1.502
N  1.598  4.113  -2.618
C  0.782  3.308  -3.278
C  0.466  2.048  -2.786
N  0.997  1.594  -1.663
C  5.514  2.348  2.394
C  6.112  1.790  3.529
C  7.266  2.366  4.040
N  7.844  3.429  3.513
C  7.282  3.977  2.452
C  6.128  3.485  1.859
H  -0.027  -3.923  3.856
H  -0.693  -2.929  1.614
H  2.963  -1.197  4.208
H  4.069  0.169  3.206
H  4.169  3.132  0.124
H  2.775  4.362  -0.986
H  0.377  3.688  -4.204
H  -0.212  1.380  -3.296
H  5.706  0.923  4.025
H  7.760  1.950  4.909
H  7.786  4.847  2.053
H  5.731  3.996  0.997
C  -4.353  2.274  -3.538
C  -3.198  2.972  -2.832
C  -2.985  2.391  -1.428
C  -3.376  0.906  -1.363
C  -3.074  0.244  -2.706
C  -3.999  0.805  -3.794
P  -2.459  0.068  0.017
C  -3.337  -1.535  0.389
C  -2.759  -2.671  -0.467
C  -3.598  -3.929  -0.270
C  -5.001  -3.747  -0.865
C  -5.434  -2.276  -0.863
C  -4.878  -1.536  0.349
C  -2.702  1.167  1.503
C  -4.127  1.511  1.969
C  -4.530  0.718  3.208
C  -3.624  1.062  4.396
C  -2.188  1.359  3.946
C  -1.861  0.611  2.660
H  -4.573  2.773  -4.482
H  -5.250  2.344  -2.922
H  -3.393  4.041  -2.756
H  -2.295  2.852  -3.432
H  -3.580  2.954  -0.706
H  -1.930  2.502  -1.147
H  -4.447  0.806  -1.158
H  -3.204  -0.837  -2.654
H  -2.028  0.430  -2.954
H  -4.918  0.219  -3.839
H  -3.503  0.706  -4.761
H  -3.024  -1.726  1.425
H  -1.719  -2.853  -0.185
H  -2.752  -2.411  -1.526
H  -3.670  -4.139  0.799
H  -3.105  -4.780  -0.738
H  -5.711  -4.343  -0.290
H  -5.025  -4.122  -1.889
H  -6.523  -2.219  -0.842
H  -5.104  -1.784  -1.778
H  -5.249  -2.035  1.245
H  -5.277  -0.522  0.366
H  -2.216  2.094  1.169
H  -4.852  1.357  1.168
H  -4.162  2.572  2.222
H  -4.480  -0.350  2.993
H  -5.565  0.950  3.461
H  -3.628  0.228  5.101
H  -4.018  1.930  4.925
H  -1.484  1.073  4.729
H  -2.061  2.428  3.765
H  -2.051  -0.455  2.809
H  -0.800  0.719  2.417


No. 2
Here is a cluster of 2 separate species, C4H6F3N3 in total in a non-equilibrium geometry from the OMol25 dataset. Energies are from ωB97M-V with the def2-TZVPD basis set.

## Properties
HOMO-LUMO gap: 9.973 eV
Molar mass: 153.107 u
Net charge: 0

Geometry (Å):
C  -0.189  -1.333  -0.332
C  0.636  -0.543  -1.000
C  -3.709  -0.926  0.362
C  1.110  0.785  -0.680
N  -2.837  1.142  -0.647
N  -3.462  0.307  0.117
N  -3.365  1.629  0.496
F  -4.385  -1.385  1.367
F  -3.402  -1.796  -0.577
F  -4.714  2.236  0.330
H  -0.312  -2.401  -0.502
H  -0.872  -1.016  0.459
H  1.073  -0.960  -1.886
H  0.571  1.707  -0.353
H  1.944  1.092  -1.414
H  1.799  0.668  0.244


Which value of net charge does entry 1 give? +1


Which formula does entry 1 have? C36H45AuN6P


Please write out number 1 again, unchanged.
Here is a structure of composition C36H45AuN6P in a non-equilibrium geometry from the OMol25 dataset. Energies are from ωB97M-V with the def2-TZVPD basis set.

## Properties
HOMO-LUMO gap: 7.451 eV
Molar mass: 789.739 u
Net charge: +1

Geometry (Å):
Au  -0.134  0.060  -0.089
C  0.491  -3.083  3.417
C  0.127  -2.534  2.194
N  0.770  -1.501  1.679
C  1.786  -0.984  2.372
C  2.151  -1.562  3.597
N  1.509  -2.595  4.104
C  2.465  0.188  1.800
C  3.649  0.669  2.351
C  4.288  1.783  1.802
C  3.700  2.324  0.657
C  2.501  1.809  0.176
N  1.891  0.775  0.751
C  1.865  2.378  -1.017
C  2.134  3.662  -1.502
N  1.598  4.113  -2.618
C  0.782  3.308  -3.278
C  0.466  2.048  -2.786
N  0.997  1.594  -1.663
C  5.514  2.348  2.394
C  6.112  1.790  3.529
C  7.266  2.366  4.040
N  7.844  3.429  3.513
C  7.282  3.977  2.452
C  6.128  3.485  1.859
H  -0.027  -3.923  3.856
H  -0.693  -2.929  1.614
H  2.963  -1.197  4.208
H  4.069  0.169  3.206
H  4.169  3.132  0.124
H  2.775  4.362  -0.986
H  0.377  3.688  -4.204
H  -0.212  1.380  -3.296
H  5.706  0.923  4.025
H  7.760  1.950  4.909
H  7.786  4.847  2.053
H  5.731  3.996  0.997
C  -4.353  2.274  -3.538
C  -3.198  2.972  -2.832
C  -2.985  2.391  -1.428
C  -3.376  0.906  -1.363
C  -3.074  0.244  -2.706
C  -3.999  0.805  -3.794
P  -2.459  0.068  0.017
C  -3.337  -1.535  0.389
C  -2.759  -2.671  -0.467
C  -3.598  -3.929  -0.270
C  -5.001  -3.747  -0.865
C  -5.434  -2.276  -0.863
C  -4.878  -1.536  0.349
C  -2.702  1.167  1.503
C  -4.127  1.511  1.969
C  -4.530  0.718  3.208
C  -3.624  1.062  4.396
C  -2.188  1.359  3.946
C  -1.861  0.611  2.660
H  -4.573  2.773  -4.482
H  -5.250  2.344  -2.922
H  -3.393  4.041  -2.756
H  -2.295  2.852  -3.432
H  -3.580  2.954  -0.706
H  -1.930  2.502  -1.147
H  -4.447  0.806  -1.158
H  -3.204  -0.837  -2.654
H  -2.028  0.430  -2.954
H  -4.918  0.219  -3.839
H  -3.503  0.706  -4.761
H  -3.024  -1.726  1.425
H  -1.719  -2.853  -0.185
H  -2.752  -2.411  -1.526
H  -3.670  -4.139  0.799
H  -3.105  -4.780  -0.738
H  -5.711  -4.343  -0.290
H  -5.025  -4.122  -1.889
H  -6.523  -2.219  -0.842
H  -5.104  -1.784  -1.778
H  -5.249  -2.035  1.245
H  -5.277  -0.522  0.366
H  -2.216  2.094  1.169
H  -4.852  1.357  1.168
H  -4.162  2.572  2.222
H  -4.480  -0.350  2.993
H  -5.565  0.950  3.461
H  -3.628  0.228  5.101
H  -4.018  1.930  4.925
H  -1.484  1.073  4.729
H  -2.061  2.428  3.765
H  -2.051  -0.455  2.809
H  -0.800  0.719  2.417